C10H10NO as an isolated structure, computed with ωB97M-V/def2-TZVPD.

CARTESIAN COORDINATES (ANGSTROEM)
C1 -1.5759 2.9108 0.8919
C2 -0.7708 3.4351 -0.1223
C3 -1.6126 1.5713 1.1102
C4 0.0679 2.6208 -0.8130
C5 -0.6531 0.7319 0.5392
C6 0.1207 1.2697 -0.4913
C7 -0.4304 -0.7205 0.6876
C8 0.9583 0.3468 -1.1852
C9 1.7539 -0.0356 -2.1750
C10 0.5095 -3.5642 0.3726
N1 0.4279 -1.2070 -0.1500
O1 0.9598 -2.4264 -0.2836
H1 -2.1662 3.5062 1.6140
H2 -0.5355 4.4762 -0.4001
H3 -2.1378 1.0962 1.9469
H4 0.7748 3.1584 -1.4465
H5 -1.1164 -1.2192 1.3932
H6 1.8179 -1.1475 -2.2443
H7 2.1476 0.7821 -2.7743
H8 1.3214 -3.8288 1.1031
H9 0.3246 -4.3056 -0.4464
H10 -0.4779 -3.4320 0.9026

Results
net charge: +1
HOMO-LUMO gap: 8.45 eV

One molecule with the formula C10H10O3S, computed with ωB97M-V/def2-TZVPD.

CARTESIAN COORDINATES (ANGSTROEM)
C1 2.7969 -2.1275 -0.0225
C2 2.2512 -1.7248 1.1887
C3 2.2862 -1.4990 -1.2010
C4 1.1078 -0.8743 1.2034
C5 1.1117 -0.8437 -1.1627
C6 0.4581 -0.5730 0.0206
C7 -0.8189 0.1438 -0.0129
C8 -1.1618 1.4393 -0.0205
C9 -2.6441 1.6013 -0.2375
C10 -0.0899 2.4832 0.1855
O1 -2.4788 -1.5764 1.2943
O2 -2.4945 -1.6642 -1.0836
O3 -3.3064 0.3943 -0.0150
S1 -2.2920 -0.9159 0.0624
H1 3.6401 -2.6589 0.0567
H2 2.8591 -2.0673 2.1158
H3 2.7395 -1.5234 -2.2145
H4 0.7735 -0.5120 2.2209
H5 0.6619 -0.4178 -2.1307
H6 -3.2219 2.2405 0.4891
H7 -2.6321 2.0669 -1.2143
H8 -0.1384 3.2769 -0.7060
H9 0.9822 2.1668 0.2135
H10 -0.3893 3.1652 0.9701

Results
⟨S²⟩: 2.007
multiplicity: 3
net charge: 0
HOMO-LUMO gap (spin up / spin down): 6.44 / 6.69 eV

C10H11Br4N11O4PV as an isolated structure, computed with ωB97M-V/def2-TZVPD.

CARTESIAN COORDINATES (ANGSTROEM)
V1 0.1786 -0.0217 0.1160
N1 -0.8958 -2.1935 2.5159
C1 -0.1579 -1.0985 2.9019
N2 0.2541 -0.8383 4.1100
N3 0.9137 0.3482 3.9960
N4 0.9163 0.7692 2.7963
N5 0.2216 -0.1320 2.0374
C2 -1.4539 -2.2624 1.2807
N6 -2.4470 -3.0556 0.9101
N7 -2.7178 -2.7099 -0.3488
N8 -1.9264 -1.7863 -0.7581
N9 -1.0795 -1.4718 0.2611
H1 -1.2324 -2.8179 3.2337
Br1 5.9097 -1.5925 -3.2875
C3 4.1837 -0.9785 -2.8850
C4 3.3909 -0.3799 -3.8769
Br2 4.0434 -0.1868 -5.6246
C5 2.1077 0.0745 -3.5755
Br3 0.9819 0.8936 -4.8527
C6 1.6131 -0.0747 -2.2893
O1 0.4264 0.3175 -1.8387
C7 2.4124 -0.6711 -1.3180
O2 1.7956 -0.7227 -0.1155
C8 3.6921 -1.1217 -1.5871
Br4 4.6656 -1.8886 -0.1862
N10 -0.2114 4.6528 -1.5865
C9 -0.0074 3.2044 -1.9496
P1 -1.4928 2.3372 -1.2609
O3 -2.4202 3.4519 -0.9347
O4 -1.0794 1.3987 -0.1162
C10 -2.1695 1.3245 -2.6320
N11 -3.0608 0.2242 -2.1639
H2 0.0072 5.2932 -2.3476
H3 0.3438 4.9222 -0.7745
H4 -1.2285 4.7147 -1.3095
H5 0.9279 2.8395 -1.5380
H6 0.0360 3.1013 -3.0323
H7 -1.3504 0.8795 -3.1947
H8 -2.7441 1.9965 -3.2691
H9 -2.5399 -0.5661 -1.6320
H10 -3.5126 -0.2260 -2.9612
H11 -3.8050 0.5667 -1.5542

Results
⟨S²⟩: 0.784
multiplicity: 2
net charge: +1
HOMO-LUMO gap (spin up / spin down): 6.14 / 7.03 eV

C10H11BrN as an isolated structure, computed with ωB97M-V/def2-TZVPD.

CARTESIAN COORDINATES (ANGSTROEM)
C1 0.7109 -1.3624 1.9711
C2 -1.4520 2.5472 -1.5727
C3 -1.2103 2.2963 -0.2266
C4 -1.4110 1.5181 -2.4727
C5 -0.6523 1.0569 0.1424
C6 -1.0454 0.2467 -2.1005
C7 -0.5509 0.0710 -0.7944
C8 0.8674 -1.5986 3.3808
C9 1.7961 -1.0118 -0.9158
C10 -0.0985 -1.1739 -0.2954
N1 -0.0477 -1.3281 1.0553
Br1 2.8093 -1.0905 0.6205
H1 -1.6940 3.4973 -1.9018
H2 -1.0440 3.1205 0.4366
H3 -1.8057 1.4786 -3.4641
H4 -0.1676 0.9709 1.1164
H5 -0.9560 -0.5947 -2.7677
H6 0.6281 -0.6575 3.9808
H7 0.1999 -2.3951 3.6826
H8 1.8844 -1.9149 3.7104
H9 1.7909 0.1109 -1.3389
H10 1.9561 -1.7179 -1.6047
H11 -0.5075 -2.0691 -0.6415

Results
⟨S²⟩: 2.055
multiplicity: 3
net charge: +1
HOMO-LUMO gap (spin up / spin down): 4.18 / 6.56 eV

C10H11Cl3GeO2PdS4Sb as an isolated structure, computed with ωB97M-V/def2-TZVPD.

CARTESIAN COORDINATES (ANGSTROEM)
Pd1 0.0780 0.1328 0.6245
S1 2.6377 -0.8464 4.9770
Sb1 1.0691 -0.1171 3.5183
S2 2.1959 0.3144 1.2644
S3 -0.0287 -1.7190 2.2406
S4 -0.2186 1.6555 4.0098
C1 -8.2796 -0.1882 -0.9360
C2 -6.7801 -0.2901 -0.8161
C3 -6.1667 -0.3824 0.4231
C4 -4.7841 -0.4900 0.5586
C5 -4.1911 -0.5644 1.9397
C6 -3.9959 -0.5383 -0.5942
C7 -4.5941 -0.4508 -1.8605
C8 -3.7871 -0.4799 -3.1346
C9 -5.9760 -0.3156 -1.9473
C10 -2.4933 -0.7046 -0.4849
O1 -1.9119 -1.5057 -1.2077
O2 -1.9447 0.1272 0.3161
H1 -8.7270 0.1381 0.0038
H2 -8.7236 -1.1531 -1.1958
H3 -8.5669 0.5224 -1.7134
H4 -6.7769 -0.3603 1.3213
H5 -4.9781 -0.7314 2.6774
H6 -3.6555 0.3521 2.1896
H7 -3.4520 -1.3631 2.0228
H8 -2.9534 0.2215 -3.0977
H9 -4.4241 -0.2302 -3.9866
H10 -3.3478 -1.4630 -3.2858
H11 -6.4327 -0.2266 -2.9294
Cl1 1.6220 1.1977 -2.7553
Ge1 0.3019 1.7571 -1.0736
Cl2 1.1173 3.7676 -0.6428
Cl3 -1.5273 2.3385 -2.1713

Results
⟨S²⟩: 0.757
multiplicity: 2
net charge: -2
HOMO-LUMO gap (spin up / spin down): 6.89 / 5.49 eV

A 2-piece molecular cluster, C10H11ClN3 overall, computed with ωB97M-V/def2-TZVPD.

CARTESIAN COORDINATES (ANGSTROEM)
C1 -1.0419 2.5766 0.8424
C2 -0.2832 2.7635 -0.3284
C3 -0.6692 -0.9354 0.2718
C4 1.1541 -1.2726 -1.3682
C5 -0.3642 1.7565 1.7443
C6 0.0459 -1.7107 1.1423
C7 1.7778 -2.0871 -0.4481
C8 -0.1241 -0.7060 -0.9865
C9 0.8158 1.9867 -0.1264
C10 -1.8378 0.2584 -2.4888
N1 0.8118 1.3771 1.0765
N2 1.2323 -2.2273 0.8289
N3 -0.8711 0.0150 -1.7874
Cl1 2.0684 1.7306 -1.2852
H1 -1.9428 3.1662 1.0974
H2 -0.5503 3.4674 -1.0711
H3 -1.6565 -0.4888 0.5019
H4 1.3890 -1.0810 -2.3588
H5 -0.4845 1.4841 2.8364
H6 -0.4295 -1.7791 2.1035
H7 2.7707 -2.4790 -0.5070
H8 -2.4823 -0.5075 -2.8750
H9 -2.1087 1.2753 -2.7178
H10 1.3196 0.6105 1.4858
H11 1.6786 -2.6451 1.6550

Results
net charge: +1
HOMO-LUMO gap: 7.61 eV

One molecule with the formula C10H11F3N2, computed with ωB97M-V/def2-TZVPD.

CARTESIAN COORDINATES (ANGSTROEM)
C1 0.8454 2.9643 -1.7667
C2 -0.1529 3.6160 -1.0777
C3 1.1401 1.6230 -1.5330
C4 -0.7439 2.9833 -0.0304
C5 0.4847 0.8579 -0.5313
C6 -0.6000 1.4999 0.2564
C7 0.5768 -1.3384 0.6340
C8 -0.9807 -3.1625 -0.2176
C9 0.4189 -2.7939 0.2038
C10 0.4490 -0.9276 2.0786
N1 0.8391 -0.4740 -0.3963
N2 -1.4934 0.6793 0.6893
F1 0.9311 0.2957 2.3032
F2 -0.7938 -0.9727 2.4821
F3 1.1373 -1.7388 2.9710
H1 1.5437 3.5145 -2.3498
H2 -0.2735 4.6213 -1.3740
H3 1.8417 1.1195 -2.1593
H4 -1.4561 3.3494 0.5694
H5 -1.1597 -4.2369 -0.0924
H6 -1.0309 -3.0561 -1.2777
H7 -1.7001 -2.4696 0.2691
H8 1.0969 -2.8356 -0.6411
H9 0.5785 -3.3054 1.1865
H10 0.8903 -1.0255 -1.2581
H11 -2.3887 1.2128 1.0616

Results
net charge: 0
HOMO-LUMO gap (spin up / spin down): 6.03 / 7.49 eV

A 2-piece molecular cluster, C10H11F3N2O6PS2 overall, computed with ωB97M-V/def2-TZVPD.

CARTESIAN COORDINATES (ANGSTROEM)
O1 -0.9096 2.7374 -3.9058
C1 -0.2937 1.4950 -3.3819
C2 -0.2442 1.2973 -1.7369
C3 0.4120 -0.0563 -1.0506
N1 0.5725 -0.4245 0.4158
S1 1.3775 -2.0117 0.4937
N2 1.5616 -2.3413 -1.2305
C4 1.0297 -1.1958 -2.0705
C5 1.0042 -0.9974 -3.7249
P1 1.7780 -2.3362 -4.8995
O2 0.5673 -3.0186 -5.9736
O3 2.5608 -3.6383 -3.9800
S2 3.2660 -1.4667 -5.8838
C6 0.3481 0.3434 -4.4035
O4 0.2783 0.6549 -5.8420
H1 -0.1376 3.2632 -4.2690
H2 -0.6950 2.1776 -1.0892
H3 0.7915 -2.6191 -6.8846
H4 3.5425 -3.3689 -3.9206
H5 0.8622 0.0547 -6.3924
C7 -2.8211 1.1074 5.1304
C8 -2.1535 -0.2527 5.1633
O5 -1.1823 -0.4361 4.1376
C9 0.1348 0.1630 4.2948
O6 0.6670 -0.1706 5.4671
C10 0.1653 1.7154 4.0038
F1 -0.6842 2.0382 2.9861
F2 1.3992 2.1190 3.5825
F3 -0.1650 2.5100 5.0500
H6 -3.0413 1.4170 4.1052
H7 -3.7516 1.0893 5.7053
H8 -2.1878 1.8693 5.5843
H9 -2.9281 -1.0010 4.9631
H10 -1.7615 -0.4871 6.1581
H11 0.6379 -0.2298 3.3983

Results
net charge: -1
HOMO-LUMO gap: 3.52 eV

A 3-piece molecular cluster, C10H11FN2 overall, computed with ωB97M-V/def2-TZVPD.

CARTESIAN COORDINATES (ANGSTROEM)
F1 3.9416 -1.6617 3.0865
C1 3.7658 -0.6657 2.2169
C2 4.7954 0.2221 1.9136
C3 4.5581 1.2260 0.9914
C4 3.2817 1.4260 0.4264
C5 2.2385 0.6374 0.9131
C6 2.4817 -0.4439 1.7591
H1 5.7020 0.0427 2.4725
H2 5.4101 1.8151 0.6858
H3 3.0929 2.2182 -0.2829
H4 1.2168 0.6822 0.5659
H5 1.6335 -1.0746 1.9808
C7 -5.1610 0.6520 -3.4943
C8 -3.8476 0.8150 -2.8435
N1 -2.8221 0.9233 -2.3365
H6 -5.2579 1.0780 -4.4930
H7 -5.8501 1.1471 -2.8101
H8 -5.2953 -0.4287 -3.4481
C9 -2.7446 -1.2575 0.4820
C10 -1.4275 -1.8421 0.3109
N2 -0.3606 -2.2617 0.2199
H9 -3.5120 -1.9733 0.7768
H10 -3.1399 -0.7394 -0.3917
H11 -2.6996 -0.5368 1.2986

Results
⟨S²⟩: 0.768
multiplicity: 2
net charge: +1
HOMO-LUMO gap (spin up / spin down): 9.80 / 5.41 eV

no.,strongest force on any atom (eV Å⁻¹),total energy (eV)
1,3.25,-14058.270
2,9.77,-27503.046
3,0.23,-350271.293
4,5.93,-82066.715
5,0.79,-162094.262
6,3.18,-27532.713
7,3.82,-21677.681
8,6.54,-64917.125
9,2.96,-16236.234